{
  "formula": "C46H78BF4N10O4Zr",
  "method": "ωB97M-V with the def2-TZVPD basis set",
  "gap_ev": 9.56,
  "energy_ha": -3119.55764,
  "total_charge": 1,
  "e_homo_ha": -0.4365,
  "lumo_ev": -2.32,
  "elements": ["Zr", "F", "F", "F", "F", "O", "O", "O", "O", "N", "N", "N", "N", "N", "N", "N", "N", "N", "N", "C", "C", "C", "C", "C", "C", "C", "C", "C", "C", "C", "C", "C", "C", "C", "C", "C", "C", "C", "C", "C", "C", "C", "C", "C", "C", "C", "C", "C", "C", "C", "C", "C", "C", "C", "C", "C", "C", "C", "C", "C", "C", "C", "C", "C", "C", "B", "H", "H", "H", "H", "H", "H", "H", "H", "H", "H", "H", "H", "H", "H", "H", "H", "H", "H", "H", "H", "H", "H", "H", "H", "H", "H", "H", "H", "H", "H", "H", "H", "H", "H", "H", "H", "H", "H", "H", "H", "H", "H", "H", "H", "H", "H", "H", "H", "H", "H", "H", "H", "H", "H", "H", "H", "H", "H", "H", "H", "H", "H", "H", "H", "H", "H", "H", "H", "H", "H", "H", "H", "H", "H", "H", "H", "H", "H"],
  "positions_angstrom": [[0.90720, 0.09131, -0.30335], [2.00991, 0.28809, 3.20828], [2.10089, 2.53205, 2.80606], [0.53852, 1.27429, 1.74466], [2.69941, 1.03578, 1.23080], [0.54156, -1.10126, -1.71250], [1.21128, 1.74662, -0.93572], [-4.19896, 2.20336, -3.51631], [-4.61438, 3.57429, -5.13218], [-3.88309, 2.82805, -4.50514], [3.00391, -0.15844, -1.44108], [-3.43194, -2.08870, -0.37100], [0.28099, -4.53129, 0.35711], [5.56024, -0.52415, 0.82591], [2.29517, -1.60151, 0.79651], [-2.76069, 0.87271, 3.30065], [-0.38554, -1.23929, 1.19572], [-1.39635, 0.77681, -0.27359], [-1.77500, 4.14025, 1.37833], [-0.02429, 2.18094, -5.92261], [-4.08879, -0.86375, -3.78892], [-5.77751, 2.55050, 4.70447], [-0.91501, 2.98013, -6.66804], [0.78655, -2.93090, -2.94080], [-0.28270, -1.94497, -2.46290], [2.94914, -2.46915, 1.17733], [-0.41459, 1.61471, -4.72060], [5.91590, 3.18927, 0.17871], [0.13970, 5.97465, 1.30720], [-1.67450, -3.20322, 3.86398], [1.06960, 3.03457, -1.45238], [-2.43065, 1.21318, -0.05545], [6.27727, 1.67236, 2.09720], [-4.77859, -2.86972, -2.43508], [3.76120, -3.58588, 1.64485], [5.62179, -2.71893, -1.92251], [-3.43946, 3.17960, 4.30695], [-2.09907, -6.73444, -0.85169], [-4.52670, 3.00389, 5.37245], [5.79215, 0.42108, 1.42883], [-3.02608, 1.90442, 3.71779], [4.81555, -3.28080, 2.76025], [-4.89330, 0.70009, 0.25813], [-4.02454, -2.47881, -1.26238], [-2.06653, -2.78100, 2.46069], [-0.91636, -7.60860, -1.26098], [-0.91414, 4.90650, 1.31692], [0.36593, 6.56935, 2.68360], [-0.42619, -4.07872, 3.87561], [4.13053, -2.69561, 4.01452], [5.62481, -1.71185, -3.05078], [-2.56412, 2.60064, -5.00739], [-1.09910, -1.93567, 1.77198], [0.97161, 5.53234, 3.56786], [-0.62697, -4.77033, -0.30136], [5.31980, -0.25985, -2.58184], [-2.20790, 3.20598, -6.19363], [6.89974, 2.62612, 1.14153], [2.41267, 3.59359, -1.02349], [4.03248, -0.15754, -1.95247], [-4.13808, -2.39174, -3.74117], [-6.21899, 1.39315, 0.63780], [-1.78190, -5.21746, -1.03473], [-3.76638, 1.71448, 0.15559], [-1.71464, 1.79793, -4.28779], [1.88139, 1.30163, 2.30915], [-4.03328, 2.39603, -0.66123], [-2.98437, -2.20146, 2.37882], [-6.47710, 2.14714, -0.12509], [4.83706, -2.55833, 4.84253], [-3.13655, -2.78454, -3.81195], [-6.14562, 1.85663, 1.63592], [0.25986, 4.74111, 3.80983], [-2.07431, 1.34058, -3.38930], [-0.11008, -4.22589, 4.91175], [-2.50686, 3.63529, 4.62774], [6.61007, -1.70296, -3.53173], [-0.61094, 6.92607, 3.02851], [-4.16833, 2.23668, 6.06130], [3.27764, -3.35372, 4.30028], [6.41818, -2.42970, -1.21692], [-1.06442, -2.40620, -1.83972], [-2.54906, -3.72591, 4.25133], [-0.01242, -7.35679, -0.65959], [-0.59106, -7.37209, -2.28494], [0.20906, 3.47193, -0.94438], [4.69362, -2.74770, -1.35464], [2.65247, 3.21863, -0.01317], [-6.55202, 2.25865, 5.41826], [-1.66887, -5.11772, -2.12611], [-4.96886, -3.93040, -2.40007], [0.95706, 2.00740, -6.34345], [-0.83699, -1.34105, -3.22459], [5.46204, 2.15835, 2.63097], [1.85563, 5.06169, 3.13198], [-5.09062, -0.41619, -3.63910], [1.28489, 5.98156, 4.50957], [-4.64603, -0.02963, 1.02819], [0.92236, 3.00362, -2.54498], [1.06126, -3.63890, -2.17210], [0.25463, 1.05132, -4.08871], [-3.67658, 2.31317, 1.06253], [-2.65855, -4.64892, -0.68917], [5.28957, 0.42609, -3.45352], [-5.74926, -2.39402, -2.34793], [-4.63657, 3.95090, 5.90888], [5.08498, 3.65687, 0.69215], [-2.93417, 3.78970, -6.73640], [-1.49495, -2.33030, 4.50076], [7.65762, 2.12038, 0.53390], [4.90021, -2.02747, -3.79903], [5.89328, -3.72241, -2.25706], [-0.66896, 3.40497, -7.63912], [-3.00969, -6.94163, -1.41068], [-0.15992, 6.72638, 0.57637], [1.02509, 7.42678, 2.66406], [-6.16317, 3.31627, 4.02658], [-4.66768, -2.78426, -4.60947], [-3.41973, -0.52604, -2.97883], [1.09673, 5.57471, 0.96140], [6.16415, 0.03837, -1.94800], [6.42899, 3.88371, -0.48978], [-2.29105, -6.90498, 0.20307], [5.48378, 2.35812, -0.40073], [-1.12002, -8.66284, -1.17751], [7.39475, 3.45475, 1.69041], [0.64368, -3.52303, -3.84868], [5.32435, -4.23939, 2.96000], [-0.58214, -5.05376, 3.38636], [-3.92429, 3.81978, 3.56927], [4.20283, -3.97052, 0.74389], [3.63985, -1.76412, 3.78308], [3.04583, -4.33869, 1.99149], [-5.52470, 1.69323, 4.07294], [5.57100, -2.54873, 2.43135], [6.94446, 1.26053, 2.86628], [-2.20415, -3.64285, 1.77607], [1.64658, -2.26672, -3.10055], [3.19472, 3.15754, -1.66352], [0.36433, -3.57478, 3.30613], [-5.04079, 0.14717, -0.67286], [2.49837, 4.68456, -1.05955], [-3.70008, -0.43160, -4.70098], [-7.03065, 0.64845, 0.59361]],
  "forces_ev_per_angstrom": [[0.392, -2.436, 3.262], [-0.045, -0.463, 0.749], [0.339, 1.147, 0.529], [-0.200, -0.386, -0.505], [0.944, -0.273, -1.571], [-1.773, 0.552, 0.075], [-1.112, 1.688, -2.037], [-0.549, 0.035, 0.692], [0.069, -0.123, 0.452], [-1.043, 0.046, -0.444], [0.976, 0.182, -0.357], [0.692, 0.155, 1.001], [0.247, 0.217, 0.097], [-0.162, -0.451, -0.161], [0.477, -0.791, 0.135], [0.174, -0.583, -0.295], [-0.695, -0.899, 0.463], [0.473, 0.108, -0.178], [0.551, 0.415, -0.124], [-0.246, 0.607, -0.874], [-0.204, 0.132, 0.818], [-0.659, -0.337, -0.413], [-0.403, -0.310, 0.302], [0.106, -0.055, -1.176], [0.280, -0.323, -0.249], [-0.515, 1.099, 0.019], [-0.197, 0.106, -0.077], [-0.564, -0.232, -0.727], [-0.154, -0.277, -0.712], [-0.015, -0.036, 0.046], [0.894, -0.129, 0.668], [-0.047, -0.508, -0.499], [-0.629, -1.810, 0.936], [-0.428, 0.220, -0.455], [0.092, 0.217, 0.574], [1.081, 0.131, 0.759], [-0.015, 0.184, -0.192], [0.854, 0.390, 0.554], [1.268, -0.149, 0.545], [0.345, 1.358, 0.159], [-0.590, 0.456, 0.063], [-0.383, 0.403, -0.031], [-0.523, -0.311, 0.594], [-0.343, -0.044, -0.718], [-0.010, 0.032, -1.082], [0.854, 0.999, -0.220], [0.242, 0.313, 0.176], [-0.756, 0.056, -0.127], [-0.070, -0.079, -0.179], [-0.475, -1.161, -0.281], [-0.325, 0.036, -0.282], [0.673, 0.237, -0.537], [0.823, 0.784, -0.485], [0.152, -0.425, 1.167], [0.301, -0.306, 0.184], [0.955, -0.235, -1.305], [0.780, -0.220, -0.302], [1.481, 0.592, -0.230], [0.710, 0.811, -0.161], [-0.802, -0.179, 1.072], [0.021, 0.434, -0.342], [0.214, -0.181, -0.548], [-1.365, -0.944, -0.761], [-0.475, 0.775, -0.115], [0.313, -0.018, 0.273], [-0.867, -0.213, 0.615], [0.405, 0.084, 0.051], [-0.225, -0.023, 0.365], [0.128, -0.044, 0.418], [-0.316, -0.109, -0.189], [0.501, -0.199, -0.019], [-0.214, -0.168, -0.430], [0.084, -0.100, -0.069], [-0.009, -0.082, 0.374], [0.142, -0.124, -0.236], [-0.119, 0.377, 0.311], [-0.217, 0.072, 0.049], [0.218, -0.015, 0.342], [-0.180, 0.150, 0.309], [0.732, 0.188, 0.231], [-0.341, -0.125, 0.020], [0.242, 0.055, 0.054], [0.111, -0.081, 0.260], [-0.714, -0.296, -0.079], [-0.311, -0.260, 0.031], [-0.020, 0.383, -0.204], [-0.151, 0.012, -0.143], [-0.346, 0.446, -0.304], [0.040, 0.069, -0.190], [0.199, 0.612, 0.378], [0.104, -0.478, -0.096], [0.110, -0.010, 0.196], [0.655, -0.574, 0.092], [-0.260, -0.165, -0.004], [-0.114, 0.050, -0.103], [0.470, -0.233, 0.056], [-0.004, -0.059, 0.124], [0.032, -0.113, -0.018], [-0.004, 0.134, 0.382], [-0.043, 0.022, 0.472], [0.207, -0.210, -0.155], [-0.201, 0.084, 0.058], [0.350, 0.043, -0.276], [0.182, -0.347, 0.383], [-0.340, 0.091, 0.094], [-0.047, -0.174, -0.010], [-0.161, 0.387, 0.019], [0.066, 0.096, -0.012], [-0.184, -0.018, -0.210], [0.237, 0.020, 0.364], [-0.078, 0.179, -0.208], [-0.269, 0.081, -0.172], [0.310, -0.156, 0.293], [0.043, -0.105, -0.059], [-0.154, -0.009, -0.012], [0.111, 0.281, -0.495], [-0.144, 0.056, 0.146], [-0.254, -0.102, 0.197], [-0.373, 0.120, -0.173], [-0.235, -0.327, -0.156], [-0.604, 0.227, 0.261], [-0.359, 0.033, -0.040], [-0.286, -0.102, 0.176], [0.050, 0.329, -0.102], [-0.080, -0.329, 0.023], [-0.195, -0.597, -0.139], [-0.459, 0.216, -0.064], [-0.209, 0.421, 0.051], [-0.050, 0.291, 0.249], [0.575, -0.018, -0.507], [0.500, -0.379, -0.361], [0.106, 0.625, -0.132], [0.084, 0.004, 0.051], [-0.286, -0.146, 0.130], [-0.320, -0.457, -0.253], [0.169, 0.487, -0.112], [0.058, 0.212, 0.488], [0.001, -0.520, -0.225], [-0.207, 0.240, 0.035], [0.057, -0.081, 0.259], [0.239, 0.159, -0.006], [0.006, -0.090, -0.048], [0.153, -0.249, -0.370], [0.267, 0.310, 0.357]]
}